Model w:
{
  "formula": "C6H11O",
  "method": "the ωB97M-V functional and the def2-TZVPD basis",
  "elements": ["C", "C", "C", "C", "C", "C", "O", "H", "H", "H", "H", "H", "H", "H", "H", "H", "H", "H"],
  "coordinates": [[-2.698, 0.248, -0.216], [-1.714, -0.838, 0.038], [1.541, 1.028, 0.145], [1.749, -0.423, -0.425], [0.068, 1.144, 0.265], [0.698, -1.271, 0.270], [-0.400, -0.279, 0.408], [-3.663, -0.070, -0.424], [-2.323, 1.275, -0.268], [-2.010, -1.803, 0.285], [1.890, 1.259, 1.066], [2.074, 1.806, -0.454], [1.573, -0.533, -1.537], [2.667, -0.884, -0.358], [-0.424, 1.571, 1.065], [-0.519, 1.460, -0.694], [0.641, -2.179, -0.414], [0.851, -1.511, 1.248]],
  "nbo_charge": [-0.337, 0.075, -0.465, -0.419, -0.020, -0.066, -0.363, 0.234, 0.214, 0.242, 0.237, 0.275, 0.235, 0.256, 0.226, 0.215, 0.252, 0.208],
  "total_charge": 1,
  "spin_multiplicity": 1,
  "orbital_gap_ev": 10.675
}



Model x:
{
  "formula": "C6H11O",
  "method": "the ωB97M-V functional and the def2-TZVPD basis",
  "elements": ["C", "C", "C", "C", "C", "C", "O", "H", "H", "H", "H", "H", "H", "H", "H", "H", "H", "H"],
  "coordinates": [[0.700, 1.791, 1.768], [1.390, 1.734, 0.351], [0.529, 1.049, -0.673], [-1.058, -1.145, -0.878], [0.044, -0.280, -0.265], [-1.187, -2.549, -0.305], [-0.078, 0.950, 2.112], [0.914, 2.661, 2.370], [1.528, 2.818, 0.084], [2.378, 1.293, 0.549], [-0.366, 1.645, -0.967], [0.854, 0.934, -1.679], [-0.865, -1.178, -1.956], [-1.996, -0.646, -0.834], [0.564, -0.680, 0.622], [-0.150, -2.892, -0.467], [-1.944, -3.169, -0.665], [-1.257, -2.336, 0.832]],
  "nbo_charge": [0.466, -0.526, -0.583, -0.543, 0.446, -0.587, -0.490, 0.165, 0.263, 0.266, 0.309, 0.333, 0.277, 0.290, 0.227, 0.213, 0.253, 0.220],
  "total_charge": 1,
  "spin_multiplicity": 1,
  "orbital_gap_ev": 8.136
}



Stability, lowest: model w



Model w:
{
  "formula": "C8H16N2",
  "method": "the ωB97M-V functional and the def2-TZVPD basis",
  "elements": ["C", "C", "C", "C", "N", "C", "N", "H", "H", "H", "H", "H", "H", "H", "H", "C", "C", "C", "H", "H", "H", "H", "H", "H", "H", "H"],
  "coordinates": [[1.109, -2.561, 1.031], [-0.032, -2.703, 0.096], [0.191, -1.730, -1.025], [0.464, -1.953, -2.371], [0.319, -0.698, -2.981], [-0.094, 0.174, -2.026], [-0.047, -0.369, -0.828], [1.196, -3.352, 1.830], [1.152, -1.556, 1.595], [2.074, -2.735, 0.495], [-0.203, -3.765, -0.165], [-1.078, -2.505, 0.454], [1.013, -2.675, -2.972], [0.277, -0.646, -3.980], [-0.357, 1.210, -2.198], [0.706, 2.184, 1.158], [-0.587, 2.958, 1.262], [-1.842, 2.059, 1.180], [1.443, 2.779, 0.611], [0.624, 1.209, 0.654], [1.337, 2.011, 2.018], [-0.633, 3.484, 2.232], [-0.516, 3.714, 0.464], [-2.701, 2.400, 0.578], [-1.518, 1.119, 0.740], [-2.299, 1.948, 2.147]],
  "nbo_charge": [-0.610, -0.452, 0.117, -0.133, -0.529, 0.180, -0.484, 0.207, 0.223, 0.209, 0.220, 0.226, 0.218, 0.414, 0.203, -0.642, -0.408, -0.626, 0.197, 0.241, 0.204, 0.198, 0.196, 0.201, 0.228, 0.203],
  "total_charge": 0,
  "spin_multiplicity": 1,
  "orbital_gap_ev": 9.555
}



Model x:
{
  "formula": "C8H16N2",
  "method": "the ωB97M-V functional and the def2-TZVPD basis",
  "elements": ["C", "C", "C", "C", "N", "C", "N", "H", "H", "H", "H", "H", "H", "H", "H", "C", "C", "C", "H", "H", "H", "H", "H", "H", "H", "H"],
  "coordinates": [[0.122, 3.056, 0.603], [1.549, 2.575, 0.845], [1.727, 1.066, 0.748], [1.046, -0.067, 0.283], [1.792, -1.208, 0.479], [2.973, -0.743, 1.040], [2.933, 0.578, 1.193], [0.035, 4.159, 0.691], [-0.643, 2.611, 1.120], [-0.062, 2.694, -0.435], [2.213, 3.157, 0.115], [1.847, 2.744, 1.903], [-0.069, -0.045, 0.062], [1.422, -2.094, -0.010], [3.755, -1.441, 1.432], [-3.289, -2.535, -2.495], [-3.424, -1.922, -1.065], [-3.190, -0.487, -0.793], [-2.214, -2.518, -2.665], [-3.899, -2.183, -3.235], [-3.562, -3.568, -2.429], [-4.592, -2.037, -0.924], [-2.830, -2.636, -0.291], [-2.277, -0.017, -1.086], [-3.953, 0.163, -1.255], [-3.333, -0.243, 0.308]],
  "nbo_charge": [-0.604, -0.416, 0.085, -0.118, -0.557, 0.155, -0.461, 0.212, 0.203, 0.197, 0.223, 0.223, 0.212, 0.438, 0.205, -0.605, -0.386, -0.625, 0.195, 0.206, 0.207, 0.193, 0.194, 0.200, 0.207, 0.213],
  "total_charge": 0,
  "spin_multiplicity": 1,
  "orbital_gap_ev": 9.116
}



Stability, lowest: model x



Model w:
{
  "formula": "C5H15N2",
  "method": "the ωB97M-V functional and the def2-TZVPD basis",
  "elements": ["C", "N", "C", "C", "N", "C", "C", "H", "H", "H", "H", "H", "H", "H", "H", "H", "H", "H", "H", "H", "H", "H"],
  "coordinates": [[-1.734, -0.038, 0.147], [-1.513, -1.091, 1.225], [-0.612, -0.676, 2.333], [-0.682, -0.113, -0.965], [0.654, -0.421, -0.473], [1.561, 0.739, -0.488], [2.156, 1.068, -1.857], [-1.764, 0.891, 0.702], [-2.743, -0.211, -0.254], [-1.186, -1.948, 0.761], [-0.828, -1.305, 3.194], [-0.909, 0.331, 2.620], [0.404, -0.748, 1.985], [-0.714, 0.884, -1.426], [-1.035, -0.798, -1.718], [1.063, -1.123, -1.079], [-2.487, -1.268, 1.641], [2.354, 0.510, 0.228], [1.039, 1.622, -0.106], [1.408, 1.285, -2.598], [2.642, 2.050, -1.739], [2.926, 0.361, -2.135]],
  "mulliken_spin": [0.718, 1.237, 0.642, 0.084, 0.023, 0.016, 0.050, 0.044, -0.109, -0.245, -0.473, 0.019, -0.005, 0.000, -0.141, -0.063, -0.732, -0.036, -0.010, 0.000, -0.014, -0.004],
  "total_charge": 0,
  "spin_multiplicity": 2,
  "orbital_gap_ev": [3.956, 10.313],
  "s_squared": 0.75
}



Model x:
{
  "formula": "C5H15N2",
  "method": "the ωB97M-V functional and the def2-TZVPD basis",
  "elements": ["C", "C", "C", "N", "H", "H", "H", "H", "H", "H", "H", "H", "C", "C", "N", "H", "H", "H", "H", "H", "H", "H"],
  "coordinates": [[-1.541, -0.304, -1.095], [-1.318, -0.141, 0.400], [-2.553, -1.383, 2.175], [-1.659, -1.352, 1.130], [-0.835, -1.029, -1.497], [-2.545, -0.676, -1.286], [-1.451, 0.654, -1.604], [-0.269, 0.067, 0.620], [-1.942, 0.648, 0.819], [-2.700, -2.286, 2.737], [-3.036, -0.469, 2.465], [-1.221, -2.211, 0.851], [1.824, 1.966, -0.608], [2.164, 0.548, -1.037], [2.094, -0.362, 0.112], [2.471, 2.277, 0.217], [1.961, 2.668, -1.426], [0.806, 2.014, -0.226], [1.432, 0.208, -1.774], [3.128, 0.541, -1.558], [2.370, -1.293, -0.186], [2.819, -0.084, 0.769]],
  "mulliken_spin": [-0.022, -0.019, 0.727, 0.261, 0.010, 0.013, -0.005, 0.002, 0.025, 0.013, 0.023, -0.027, 0.000, -0.001, 0.000, 0.000, 0.000, 0.000, -0.001, 0.000, 0.000, 0.000],
  "total_charge": 0,
  "spin_multiplicity": 2,
  "orbital_gap_ev": [6.475, 10.452],
  "s_squared": 0.75
}



Stability, lowest: model w



Model w:
{
  "formula": "C5H14O2",
  "method": "the ωB97M-V functional and the def2-TZVPD basis",
  "elements": ["C", "C", "C", "C", "C", "H", "H", "H", "H", "H", "H", "H", "H", "H", "H", "O", "H", "H", "O", "H", "H"],
  "coordinates": [[-0.023, 0.766, -1.150], [-0.971, 0.900, -0.217], [-1.559, 2.271, 0.075], [-1.405, -0.076, 0.860], [-1.168, -1.564, 0.480], [0.480, 1.668, -1.471], [0.270, -0.206, -1.517], [-2.594, 2.332, -0.268], [-1.000, 3.141, -0.268], [-1.664, 2.382, 1.165], [-0.596, 0.137, 1.561], [-2.469, 0.046, 1.017], [-0.102, -1.783, 0.397], [-1.693, -1.911, -0.407], [-1.474, -2.134, 1.364], [3.551, 0.793, 1.491], [4.151, 1.135, 2.157], [3.770, -0.124, 1.335], [1.415, -2.506, -1.862], [2.306, -2.484, -2.215], [0.774, -2.785, -2.526]],
  "nbo_charge": [-0.448, 0.044, -0.644, -0.454, -0.611, 0.197, 0.211, 0.213, 0.214, 0.201, 0.240, 0.213, 0.218, 0.201, 0.202, -0.940, 0.470, 0.471, -0.952, 0.477, 0.478],
  "total_charge": 0,
  "spin_multiplicity": 1,
  "orbital_gap_ev": 9.277
}



Model x:
{
  "formula": "C5H14O2",
  "method": "the ωB97M-V functional and the def2-TZVPD basis",
  "elements": ["C", "C", "C", "C", "C", "O", "H", "H", "H", "H", "H", "H", "H", "H", "H", "H", "H", "H", "O", "H", "H"],
  "coordinates": [[-0.929, 1.570, -0.599], [0.193, 0.515, -0.780], [-0.480, -0.762, -1.294], [0.942, 0.317, 0.524], [2.072, -0.733, 0.462], [3.299, -0.016, 0.294], [-0.447, 2.450, -0.157], [-1.428, 1.811, -1.527], [-1.545, 1.170, 0.209], [0.940, 0.964, -1.446], [-1.153, -1.082, -0.494], [0.220, -1.564, -1.513], [-1.050, -0.586, -2.205], [1.406, 1.235, 0.904], [0.300, 0.092, 1.381], [2.115, -1.189, 1.463], [1.835, -1.559, -0.204], [3.979, -0.614, -0.032], [-3.144, -0.940, 1.582], [-3.447, -0.667, 2.470], [-3.679, -0.413, 0.964]],
  "nbo_charge": [-0.605, -0.216, -0.615, -0.423, -0.068, -0.727, 0.204, 0.208, 0.202, 0.198, 0.214, 0.200, 0.207, 0.222, 0.203, 0.155, 0.169, 0.468, -0.941, 0.472, 0.471],
  "total_charge": 0,
  "spin_multiplicity": 1,
  "orbital_gap_ev": 10.751
}



Stability, lowest: model w